1.
Entry from the OMol25 dataset: a 10-piece molecular cluster, C39H75NO14Si overall (ωB97M-V/def2-TZVPD).

Atoms and positions in Å:
C 7.7314 2.8424 1.9547
C 7.5628 1.3059 1.8407
O 8.7374 0.5846 2.1833
C 7.2052 0.8858 0.4222
N 6.6688 -0.4783 0.4739
C 5.6021 -0.6998 -0.5025
C 4.2748 -0.0890 0.0493
O 4.3398 0.1225 1.4735
C 3.1282 0.1828 2.0094
C 2.1614 1.0849 1.9483
Si 2.2154 2.7189 0.9790
C 2.0033 2.4999 -0.8992
C 0.9827 3.9396 1.6909
C 3.9464 3.4270 1.2899
C 1.0985 0.4989 2.8331
O -0.0033 0.8176 2.9052
O 1.6008 -0.5399 3.5875
C 2.7344 -0.9500 2.9210
O 3.2274 -1.9553 3.0974
H 7.0755 3.2927 2.6935
H 8.7599 3.0498 2.2519
H 7.5375 3.3001 0.9880
H 6.7643 1.0111 2.5200
H 8.9699 0.7717 3.1011
H 8.0806 0.9377 -0.2287
H 6.4366 1.5820 0.1006
H 7.4097 -1.1501 0.3282
H 5.8327 -0.1864 -1.4278
H 5.4169 -1.7503 -0.7004
H 3.4172 -0.7176 -0.1873
H 4.1120 0.8578 -0.4670
H 2.8257 3.0073 -1.4010
H 2.0042 1.4612 -1.2014
H 1.0776 2.9754 -1.2100
H 1.1453 4.9084 1.2206
H -0.0265 3.6014 1.4635
H 1.1128 4.0129 2.7659
H 4.1867 4.2486 0.6209
H 3.9774 3.7197 2.3404
H 4.7115 2.6604 1.1887
C 12.3542 -1.9650 4.6466
C 10.8497 -1.8395 4.6224
C 10.0770 -2.9614 3.9730
O 10.2878 -0.8819 5.1016
H 12.7814 -1.0942 5.1397
H 12.6456 -2.8610 5.1970
H 12.7404 -2.0188 3.6275
H 10.2716 -3.9000 4.4950
H 10.3677 -3.0565 2.9256
H 9.0123 -2.7431 4.0238
C -1.2329 -1.9348 -2.2172
C -0.5523 -0.9514 -1.3016
C -0.3754 -1.3497 0.1401
O -0.1607 0.1264 -1.6908
H -1.2941 -1.5135 -3.2177
H -0.6586 -2.8633 -2.2588
H -2.2417 -2.1380 -1.8624
H 0.2297 -2.2563 0.2124
H -1.3490 -1.5169 0.6029
H 0.1326 -0.5471 0.6670
C 0.8413 2.9329 6.4361
C -0.2060 3.6181 5.5936
C -1.5672 2.9784 5.5344
O 0.0389 4.6402 4.9899
H 1.7705 3.4990 6.3888
H 0.5091 2.8837 7.4749
H 1.0229 1.9245 6.0592
H -1.9997 2.9326 6.5360
H -1.4877 1.9725 5.1171
H -2.2174 3.5736 4.8963
C 8.2672 -2.3311 -3.6936
C 6.7630 -2.2570 -3.7957
C 6.0652 -3.3969 -4.4967
O 6.1444 -1.3249 -3.3347
H 8.6376 -1.4524 -3.1688
H 8.5604 -3.2238 -3.1387
H 8.7085 -2.3584 -4.6911
H 6.2653 -4.3348 -3.9759
H 6.4129 -3.4693 -5.5284
H 4.9921 -3.2168 -4.4985
C -5.2128 0.6629 -4.0096
C -4.4296 -0.6233 -4.0256
C -4.0935 -1.1992 -5.3764
O -4.0869 -1.1721 -3.0001
H -5.3879 0.9669 -2.9792
H -4.6516 1.4481 -4.5191
H -6.1739 0.5149 -4.5059
H -3.4848 -0.4947 -5.9460
H -5.0157 -1.4169 -5.9182
H -3.5327 -2.1240 -5.2466
C -0.5641 6.4861 7.7853
C -0.7791 5.6652 9.0318
C 0.0907 5.9848 10.2241
O -1.6112 4.7864 9.0752
H -1.2505 6.1512 7.0110
H -0.7557 7.5402 7.9937
H 0.4585 6.3557 7.4276
H -0.0707 7.0173 10.5377
H 1.1417 5.8393 9.9690
H -0.1672 5.3219 11.0478
C -9.2571 -2.7632 -7.0236
C -7.9970 -2.6184 -6.2122
C -7.2542 -3.8827 -5.8584
O -7.5916 -1.5337 -5.8527
H -9.6885 -1.7818 -7.2038
H -9.0284 -3.2322 -7.9831
H -9.9806 -3.3705 -6.4770
H -6.9386 -4.4022 -6.7652
H -7.8966 -4.5324 -5.2630
H -6.3705 -3.6301 -5.2731
C -12.6220 -0.4882 -4.9996
C -12.6834 -0.7088 -6.4913
C -14.0498 -0.6944 -7.1333
O -11.6804 -0.8894 -7.1429
H -11.5848 -0.5238 -4.6716
H -13.0388 0.4887 -4.7491
H -13.1824 -1.2694 -4.4833
H -14.5271 0.2738 -6.9734
H -14.6710 -1.4840 -6.7074
H -13.9481 -0.8645 -8.2032
C -9.2874 -5.0638 -1.0333
C -8.7030 -4.1491 -2.0826
C -7.3225 -3.5968 -1.8229
O -9.3143 -3.8698 -3.0894
H -10.2787 -5.3861 -1.3461
H -8.6529 -5.9427 -0.9091
H -9.3715 -4.5353 -0.0825
H -6.6040 -4.4133 -1.7321
H -7.3227 -3.0061 -0.9056
H -7.0256 -2.9571 -2.6522

Output
HOMO-LUMO gap (eV): 8.63
HOMO energy (eV): -8.5
Molecular weight (g mol⁻¹): 810.11
Energy (a.u.): -2928.6163
Max |F| (eV/Å): 5.74

Atomic partial charges in e from the Mulliken method, atoms 1 to 6: number 1, C, carries -1.31; number 2, C, carries 0.79; number 3, O, carries -0.56; number 4, C, carries -1.14; number 5, N, carries -0.18; number 6, C, carries -1.49

2.
Entry from the OMol25 dataset: a 12-piece molecular cluster, C39H76N10O9 overall (ωB97M-V/def2-TZVPD).

Atoms and positions in Å:
C 5.9931 7.1220 -8.1200
C 5.3825 8.0928 -8.8513
C 4.0323 7.8896 -8.7250
N 3.8612 6.7018 -8.0296
C 5.0612 6.3255 -7.5729
H 7.0592 7.0472 -7.9645
H 5.8091 8.8488 -9.4939
H 3.1509 8.3659 -9.1283
H 2.9683 6.2457 -7.9083
H 5.1072 5.4848 -6.8966
C 0.8459 14.0168 -8.5348
C -0.5233 14.2591 -8.8520
C -0.4950 15.3799 -9.6693
N 0.7796 15.6592 -9.8958
C 1.6728 14.8257 -9.3547
H 1.1938 13.1664 -7.9671
H -1.2669 13.5673 -8.4847
H -1.2742 15.9590 -10.1424
H 1.0632 16.4171 -10.5001
H 2.7371 14.9426 -9.4957
C 5.7448 12.7915 -15.5029
C 6.9007 13.5790 -15.6934
C 6.4705 14.9205 -15.5509
N 5.1236 14.8965 -15.2856
C 4.6639 13.6400 -15.4007
H 5.7392 11.7123 -15.4614
H 7.9180 13.2381 -15.8172
H 6.9761 15.8613 -15.7106
H 4.5906 15.7348 -15.1035
H 3.6029 13.5274 -15.2336
C 4.2294 4.0507 -15.8189
N 5.2855 3.5180 -15.0037
C 5.2365 2.4379 -14.2091
C 6.5372 2.3031 -13.3729
O 4.2734 1.7086 -14.1624
H 3.3256 3.4576 -15.6791
H 4.5134 3.8772 -16.8568
H 3.9396 5.0751 -15.5850
H 6.0853 4.1340 -14.9749
H 7.4162 2.1511 -13.9993
H 6.2522 1.5592 -12.6290
H 6.8285 3.1473 -12.7480
C 13.7623 2.6458 -13.9553
N 13.1473 3.8929 -13.4979
C 12.2595 4.5731 -14.2062
C 11.4699 5.7408 -13.5431
O 12.0891 4.3055 -15.3942
H 14.0789 2.6159 -14.9979
H 13.0512 1.8206 -13.9154
H 14.5701 2.4694 -13.2451
H 13.5492 4.3211 -12.6762
H 10.4621 5.6118 -13.9379
H 11.8796 6.7287 -13.7535
H 11.4493 5.6723 -12.4555
C -1.2147 17.2684 -18.8114
N -2.6655 17.4909 -18.8589
C -3.3597 18.6714 -19.0003
C -4.8430 18.6192 -19.1442
O -2.7258 19.7257 -19.2873
H -0.8106 16.8161 -19.7171
H -1.0647 16.6661 -17.9154
H -0.5765 18.1361 -18.6449
H -3.2847 16.7432 -18.5803
H -5.1914 17.5981 -18.9887
H -5.0175 18.7698 -20.2096
H -5.4819 19.3305 -18.6207
C 18.6938 17.2497 -16.9242
N 17.2801 16.8733 -17.2340
C 16.3168 17.2015 -16.2869
C 14.8104 16.8952 -16.5595
O 16.5968 17.8475 -15.2815
H 18.7644 17.1954 -15.8379
H 18.7905 18.3127 -17.1454
H 19.4499 16.8004 -17.5680
H 16.9260 16.5148 -18.1093
H 14.2255 17.7765 -16.2964
H 14.4322 16.0510 -15.9829
H 14.6780 16.8039 -17.6376
C 4.4341 20.5407 -11.2127
N 3.2621 21.3983 -11.4391
C 2.3281 21.0547 -12.2952
C 1.0503 21.9253 -12.2586
O 2.3420 20.0741 -13.0402
H 4.2611 19.8770 -10.3656
H 5.2180 21.2108 -10.8596
H 4.6248 20.2096 -12.2336
H 3.2252 22.2334 -10.8721
H 1.3155 22.8860 -12.7000
H 0.6559 22.0651 -11.2521
H 0.2788 21.3838 -12.8060
C 9.1373 7.5899 -20.9691
N 9.2796 6.1287 -20.5797
C 9.0475 5.1616 -21.4835
C 9.3152 3.7886 -20.8527
O 8.6732 5.3297 -22.6411
H 8.3160 8.0277 -20.4018
H 9.0646 7.6417 -22.0555
H 9.9964 8.1326 -20.5747
H 9.9329 5.9998 -19.8203
H 10.3317 3.5699 -20.5258
H 9.0230 3.0034 -21.5500
H 8.7139 3.6222 -19.9589
C 4.4346 21.3176 -21.5360
N 5.2022 22.1405 -20.5912
C 6.1570 21.7619 -19.8083
C 6.8571 22.7403 -19.0750
O 6.5229 20.5945 -19.7525
H 3.6620 20.7673 -20.9989
H 5.1212 20.4925 -21.7255
H 4.1582 21.7283 -22.5071
H 4.9019 23.0715 -20.3401
H 6.7538 23.7946 -19.3316
H 7.9181 22.4906 -19.0829
H 6.5696 22.8197 -18.0266
C -5.3802 10.2894 -15.4202
C -3.9637 10.8798 -15.4424
C -2.8148 10.4442 -14.5018
O -3.6797 11.6347 -16.3413
H -5.3565 9.2669 -15.0434
H -5.8328 10.3124 -16.4115
H -6.1393 10.7737 -14.8059
H -2.9925 9.6352 -13.7933
H -2.6409 11.3273 -13.8870
H -2.0284 9.9783 -15.0956
C 7.6371 15.3829 -24.8554
C 6.6000 14.7316 -23.9107
C 6.8678 14.5517 -22.4972
O 5.5474 14.4665 -24.4281
H 7.3585 15.3711 -25.9091
H 8.4909 14.7095 -24.7798
H 7.8672 16.3986 -24.5337
H 6.8407 15.4550 -21.8877
H 7.8992 14.2016 -22.5392
H 6.2632 13.8488 -21.9241

Output
HOMO-LUMO gap (eV): 8.32
HOMO energy (eV): -8.1
Molecular weight (g mol⁻¹): 829.10
Energy above the lowest of the compared OMol25 structures with the same formula, charge and spin (eV): 6.113
Energy (a.u.): -2756.2360
Max |F| (eV/Å): 4.75

Atomic partial charges in e from the Mulliken method, atoms 1 to 6: number 1, C, carries -0.41; number 2, C, carries -0.37; number 3, C, carries -0.44; number 4, N, carries 0.00; number 5, C, carries -0.48; number 6, H, carries 0.38

> Among the records above, which one has the lowest max |F|?

C39H76N10O9

> Which formula does entry 2 have?

C39H76N10O9